The following is a DFT calculation (ωB97M-V/def2-TZVPD) of 2 unconnected molecules or ions with the total composition C2H9NOS at a distorted geometry.

Atoms and positions in Å:
S  1.877  0.262  0.851
O  -0.995  -0.900  -0.940
N  -2.411  0.792  -1.999
C  1.075  -0.746  2.125
C  -1.266  0.491  -1.015
H  0.011  -1.007  1.950
H  -2.628  1.769  -2.231
H  -1.132  -1.130  -0.058
H  -1.686  0.882  -0.081
H  2.170  -0.703  -0.011
H  1.601  -1.792  2.045
H  1.319  -0.232  3.039
H  -0.467  1.018  -1.529
H  -3.244  0.185  -1.887

Computed properties:
- energy above the lowest of the compared OMol25 structures with the same formula, charge and spin (kcal per mole) = 29.8
- LUMO energy (eV) = 0.71
- structure (SMILES) = NCO.CS
- frontier orbital gap (eV) = 9.522
- calculated total energy (eV) = -16591.3724


The following is a DFT calculation (ωB97M-V/def2-TZVPD) of 2 unconnected molecules or ions with the total composition C2H9NOS at a distorted geometry.

Atoms and positions in Å:
S  -3.310  4.633  2.136
O  1.418  -3.242  -3.649
N  2.053  -2.611  -1.489
C  -2.133  3.951  3.432
C  1.143  -3.411  -2.261
H  2.278  -3.662  -3.724
H  -2.202  4.663  4.273
H  2.152  -1.626  -1.787
H  -1.058  3.770  3.197
H  0.042  -3.389  -2.196
H  -2.398  5.470  1.677
H  1.459  -4.546  -1.944
H  2.941  -2.897  -1.433
H  -2.387  2.897  3.766

Computed properties:
- energy above the lowest of the compared OMol25 structures with the same formula, charge and spin (kcal per mole) = 32.1
- LUMO energy (eV) = 0.96
- structure (SMILES) = NCO.CS
- frontier orbital gap (eV) = 10.107
- calculated total energy (eV) = -16591.2737